Molecular formula: C80H186B5F20N10O3
Method: DFT, wB97M-V/def2-TZVPD

Element x y z (Å)
C 13.163 -4.254 5.586
C 12.996 -4.743 4.109
C 13.664 -3.677 3.208
N 13.643 -3.967 1.646
C 14.838 -4.710 1.212
C 13.664 -2.615 0.965
C 12.255 -2.079 0.970
C 11.367 -3.329 1.133
C 12.347 -4.576 1.094
H 12.754 -4.870 6.362
H 12.815 -3.214 5.577
H 14.229 -4.189 5.732
H 11.907 -4.911 3.924
H 13.469 -5.719 3.969
H 14.711 -3.612 3.506
H 13.161 -2.728 3.280
H 14.807 -4.901 0.168
H 14.912 -5.671 1.713
H 15.656 -4.067 1.461
H 14.028 -2.739 0.014
H 14.392 -2.050 1.586
H 12.059 -1.680 0.018
H 12.152 -1.304 1.775
H 10.610 -3.561 0.358
H 10.781 -3.286 2.102
H 12.555 -4.948 0.075
H 12.005 -5.361 1.764
C -10.526 -2.146 -2.037
C -10.346 -2.577 -3.445
C -11.493 -3.365 -4.051
N -11.028 -4.310 -5.196
C -10.044 -5.341 -4.666
C -10.361 -3.530 -6.271
C -10.967 -3.957 -7.539
C -12.394 -4.356 -7.121
C -12.273 -5.022 -5.761
H -11.113 -1.216 -1.997
H -9.560 -1.959 -1.475
H -10.930 -2.953 -1.415
H -9.322 -3.094 -3.546
H -10.213 -1.727 -4.071
H -12.324 -2.747 -4.413
H -12.011 -4.095 -3.311
H -9.795 -6.032 -5.459
H -10.509 -5.882 -3.879
H -9.170 -4.832 -4.272
H -9.310 -3.617 -6.105
H -10.644 -2.424 -6.121
H -10.375 -4.872 -7.885
H -10.870 -3.150 -8.275
H -12.918 -4.963 -7.860
H -13.011 -3.450 -7.008
H -12.103 -6.095 -5.867
H -13.144 -4.930 -5.086
C 2.209 -1.175 -5.512
C 1.144 -0.730 -6.473
C -0.163 -0.899 -5.729
N -1.416 -0.954 -6.644
C -1.553 0.075 -7.654
C -2.584 -1.096 -5.803
C -3.640 -1.819 -6.659
C -2.833 -2.636 -7.736
C -1.353 -2.328 -7.371
H 2.186 -2.271 -5.329
H 2.159 -0.685 -4.541
H 3.209 -1.047 -5.877
H 1.131 -1.248 -7.428
H 1.253 0.326 -6.620
H -0.284 -0.113 -5.050
H -0.170 -1.858 -5.239
H -1.782 1.072 -7.224
H -2.306 -0.247 -8.398
H -0.604 0.101 -8.325
H -2.957 -0.111 -5.621
H -2.365 -1.619 -4.887
H -4.204 -1.051 -7.223
H -4.377 -2.391 -6.069
H -3.096 -2.339 -8.754
H -3.087 -3.684 -7.608
H -0.786 -2.318 -8.288
H -0.910 -3.021 -6.690
C -2.375 6.338 -3.683
C -3.154 5.197 -4.399
C -2.754 5.036 -5.861
N -3.738 4.219 -6.638
C -4.097 2.906 -6.021
C -3.314 4.094 -8.050
C -4.535 3.802 -8.951
C -5.654 4.533 -8.246
C -4.995 4.980 -6.919
H -2.584 7.244 -4.219
H -1.399 5.986 -3.709
H -2.680 6.429 -2.628
H -4.235 5.368 -4.311
H -2.932 4.251 -3.948
H -1.838 4.476 -5.913
H -2.647 6.012 -6.334
H -4.958 2.502 -6.510
H -4.170 3.158 -4.946
H -3.242 2.265 -6.156
H -2.426 3.442 -8.142
H -2.906 5.045 -8.410
H -4.756 2.754 -9.178
H -4.432 4.229 -9.941
H -6.392 3.744 -7.968
H -5.998 5.421 -8.771
H -5.691 5.011 -6.071
H -4.693 6.063 -7.010
C 9.373 2.028 2.384
C 7.883 1.834 2.449
C 7.362 2.133 1.049
N 5.824 2.026 0.916
C 5.112 3.027 1.752
C 5.278 0.644 1.362
C 4.104 0.290 0.465
C 3.984 1.453 -0.565
C 5.416 2.122 -0.516
H 9.833 1.749 3.363
H 9.737 3.014 2.027
H 9.856 1.438 1.593
H 7.450 2.523 3.210
H 7.681 0.790 2.754
H 7.667 1.414 0.277
H 7.521 3.166 0.760
H 4.069 2.838 1.738
H 5.381 4.023 1.241
H 5.450 3.108 2.810
H 5.097 0.771 2.467
H 6.050 -0.141 1.174
H 3.154 0.138 0.908
H 4.358 -0.674 0.002
H 3.128 2.035 -0.334
H 3.788 1.031 -1.602
H 5.444 3.170 -0.869
H 6.032 1.457 -1.125
C 2.290 -6.242 7.744
C 2.729 -6.268 6.285
C 2.974 -4.812 5.842
N 3.142 -4.626 4.314
C 4.445 -5.307 3.843
C 3.174 -3.083 3.958
C 2.912 -3.135 2.469
C 2.164 -4.479 2.145
C 1.948 -5.089 3.525
H 1.302 -5.805 7.873
H 2.933 -5.872 8.520
H 2.118 -7.302 8.016
H 1.890 -6.809 5.731
H 3.643 -6.843 6.052
H 3.895 -4.449 6.247
H 2.202 -4.127 6.037
H 4.324 -6.440 3.844
H 5.267 -4.807 4.392
H 4.679 -5.030 2.803
H 4.099 -2.556 4.272
H 2.331 -2.637 4.449
H 3.833 -3.140 1.937
H 2.370 -2.219 2.226
H 2.817 -5.083 1.579
H 1.323 -4.214 1.576
H 2.000 -6.137 3.632
H 1.043 -4.803 3.946
C -4.613 -5.886 -1.386
C -3.934 -5.103 -0.261
C -3.762 -5.873 1.061
N -3.080 -5.142 2.143
C -1.616 -5.253 1.974
C -3.449 -5.756 3.493
C -4.232 -4.638 4.261
C -4.644 -3.712 3.201
C -3.513 -3.700 2.209
H -5.537 -6.449 -1.131
H -3.872 -6.561 -1.757
H -4.827 -5.230 -2.193
H -4.713 -4.298 -0.109
H -3.034 -4.630 -0.671
H -3.289 -6.839 1.029
H -4.824 -6.103 1.297
H -1.384 -6.317 1.880
H -1.176 -4.874 2.864
H -1.175 -4.586 1.138
H -2.527 -5.999 4.045
H -4.178 -6.648 3.400
H -3.614 -4.206 5.027
H -5.152 -5.048 4.629
H -4.861 -2.688 3.649
H -5.589 -4.136 2.800
H -2.742 -3.086 2.637
H -3.780 -3.381 1.214
C 2.792 7.601 0.832
C 1.420 7.472 1.444
N 0.334 8.246 0.844
C 0.571 9.706 1.114
C 0.239 8.046 -0.653
C 0.099 6.578 -1.074
C -1.040 7.849 1.555
C -0.894 7.839 3.088
O -2.160 7.835 3.674
C -2.225 8.103 5.054
H 2.804 7.232 -0.191
H 3.448 6.956 1.497
H 3.219 8.597 0.680
H 1.512 7.725 2.536
H 1.137 6.395 1.433
H -0.315 10.329 0.901
H 1.379 10.080 0.481
H 0.719 9.852 2.233
H 1.230 8.464 -1.043
H -0.582 8.731 -1.099
H 0.808 6.001 -0.639
H 0.190 6.626 -2.144
H -0.907 6.257 -0.859
H -1.163 6.793 1.302
H -1.823 8.542 1.173
H -0.401 8.734 3.497
H -0.219 7.061 3.376
H -3.257 8.363 5.364
H -1.531 8.904 5.396
H -1.889 7.148 5.589
C -0.107 3.042 -0.532
C -0.607 1.669 -0.970
N -1.241 0.821 0.044
C -0.282 0.593 1.256
C -2.496 1.410 0.603
C -3.233 0.516 1.583
C -1.639 -0.536 -0.542
C -0.704 -1.192 -1.499
O 0.488 -1.452 -0.949
C 1.166 -2.525 -1.525
H -0.876 3.585 0.003
H 0.118 3.544 -1.500
H 0.775 2.888 0.091
H 0.184 1.028 -1.266
H -1.286 1.773 -1.802
H -0.910 -0.011 1.910
H -0.041 1.472 1.752
H 0.548 0.028 0.936
H -3.046 1.514 -0.355
H -2.251 2.351 1.113
H -2.579 0.243 2.462
H -3.569 -0.447 1.139
H -4.078 1.122 1.925
H -2.624 -0.378 -1.023
H -1.747 -1.146 0.416
H -0.521 -0.583 -2.419
H -1.321 -2.056 -1.807
H 1.203 -2.323 -2.642
H 0.624 -3.450 -1.249
H 2.282 -2.644 -1.172
C -2.772 2.027 8.249
C -2.800 1.965 6.760
N -1.596 2.622 6.086
C -1.299 4.043 6.476
C -0.385 1.711 6.371
C 0.984 1.991 5.737
C -1.819 2.554 4.581
C -2.729 3.684 4.134
O -3.990 3.598 4.642
C -4.854 4.573 4.136
H -2.956 3.031 8.655
H -1.793 1.670 8.546
H -3.596 1.416 8.680
H -3.700 2.384 6.314
H -2.682 0.899 6.470
H -2.154 4.635 6.653
H -0.747 4.475 5.691
H -0.638 4.140 7.363
H -0.778 0.728 6.064
H -0.259 1.744 7.417
H 1.496 2.782 6.260
H 0.956 2.360 4.690
H 1.483 1.068 5.915
H -2.206 1.597 4.313
H -0.863 2.762 4.088
H -2.733 3.692 3.062
H -2.273 4.686 4.387
H -4.515 5.593 4.387
H -5.829 4.500 4.669
H -4.874 4.464 3.062
B -0.618 -2.303 4.359
F -1.258 -3.420 4.844
F 0.074 -2.610 3.155
F -1.584 -1.283 3.894
F 0.211 -1.825 5.360
B 6.416 -2.270 2.314
F 5.837 -2.531 1.102
F 7.599 -1.493 2.186
F 5.560 -1.425 3.077
F 6.654 -3.350 3.072
B 1.578 4.058 2.580
F 2.076 2.731 2.696
F 1.721 4.654 3.862
F 2.290 4.711 1.593
F 0.263 4.069 2.250
B -0.327 2.471 -4.475
F -0.212 2.903 -5.778
F -1.560 1.778 -4.203
F 0.844 1.829 -4.203
F -0.443 3.639 -3.651
B -4.830 -1.941 -2.809
F -4.844 -1.136 -4.069
F -6.024 -2.661 -2.634
F -3.730 -2.895 -2.873
F -4.662 -0.998 -1.737

Its calculated total energy is -6054.0266 hartree. As for the gap between HOMO and LUMO: 10.7 eV. Its largest force on an atom is 4.09 eV/Å. The HOMO energy is -17.2 eV. For the relative energy (zero: lowest compared OMol25 entry of this formula, charge and spin), the calculation gives 321.5 kJ/mol. Its charge is +5. Its spin multiplicity is 1.